Entry 1:
# C5H10O3Pb

A molecular structure, C5H10O3Pb at a distorted geometry (ωB97M-V with the def2-TZVPD basis set, the OMol25 dataset).

Properties
HOMO energy (spin up / spin down) (eV): -7.736 / -7.721
Max |F| (eV Å⁻¹): 6.20
E_tot (Ha): -614.82557

Cartesian coordinates (Å):
C -1.706 -1.903 1.545
O -0.658 -1.223 2.172
C -1.677 -1.704 0.019
O -1.492 -0.342 -0.288
C -0.112 0.895 -1.954
C 0.984 1.461 -1.369
O 1.304 1.064 -0.050
C 2.595 1.483 0.400
Pb -0.284 0.377 1.131
H -2.689 -1.541 1.919
H -1.671 -2.992 1.753
H -2.616 -2.089 -0.423
H -0.843 -2.304 -0.402
H -1.087 1.358 -1.783
H 0.067 0.175 -2.757
H 1.139 2.542 -1.471
H 2.740 1.074 1.406
H 3.360 1.088 -0.280
H 2.646 2.579 0.431

Löwdin atomic charge list, values in e, 8 entries:
1. C -0.369
2. O -0.471
3. C -0.335
4. O -0.451
5. C -0.005
6. C -0.222
7. O -0.488
8. C -0.079


Entry 2:
# C5H10O3Pd

A molecular structure, C5H10O3Pd at a distorted geometry (ωB97M-V with the def2-TZVPD basis set, the OMol25 dataset).

Properties
Spin multiplicity: 4
<S²>: 3.76
HOMO energy (spin up / spin down) (eV): -0.521 / -2.714
Max |F| (eV Å⁻¹): 6.99
E_tot (Ha): -549.84455
Net charge: -1

Cartesian coordinates (Å):
C -2.989 0.226 -1.029
H -2.943 -0.024 0.121
H -3.667 1.087 -1.109
H -3.455 -0.685 -1.430
H -2.112 0.418 -1.661
O -0.793 1.599 0.989
C -1.390 0.471 1.099
C -0.563 -0.697 0.566
O 0.613 -0.323 -0.150
C 1.847 -0.648 0.496
C 2.926 0.251 -0.090
O 2.556 1.583 -0.021
Pd 0.708 1.559 -0.315
H -1.215 -1.249 -0.133
H -0.313 -1.366 1.405
H 2.070 -1.717 0.351
H 1.744 -0.448 1.577
H 3.115 -0.077 -1.136
H 3.861 0.039 0.469

Löwdin atomic charge list, values in e, 8 entries:
1. C -0.111
2. H 0.028
3. H 0.014
4. H 0.000
5. H 0.021
6. O -0.310
7. C -0.330
8. C -0.280


Entry 3:
# C5H10O3Sc

A molecular structure, C5H10O3Sc at a distorted geometry (ωB97M-V with the def2-TZVPD basis set, the OMol25 dataset).

Properties
HOMO energy (eV): -12.838
Max |F| (eV Å⁻¹): 6.39
E_tot (Ha): -1182.66094
Net charge: +1

Cartesian coordinates (Å):
O -2.404 -2.626 0.371
C 0.695 -1.488 2.549
C 1.138 -0.421 1.871
O 1.385 -0.500 0.542
C 1.500 0.728 -0.181
C 0.538 0.677 -1.344
O -0.769 0.409 -0.828
C -1.833 0.863 -1.666
Sc -1.129 -1.270 0.384
H 0.857 -2.502 2.176
H 0.158 -1.331 3.484
H 1.028 0.592 2.271
H 2.531 0.798 -0.547
H 1.267 1.606 0.438
H 0.819 -0.104 -2.066
H 0.535 1.650 -1.852
H -2.773 0.536 -1.208
H -1.805 1.959 -1.727
H -1.739 0.424 -2.668

Löwdin atomic charge list, values in e, 8 entries:
1. O -0.572
2. C 0.040
3. C -0.214
4. O -0.118
5. C -0.121
6. C -0.137
7. O -0.324
8. C -0.021


Entry 4:
# C5H10O4

2 unconnected molecules or ions with the total composition C5H10O4 at a distorted geometry (ωB97M-V with the def2-TZVPD basis set, the OMol25 dataset).

Properties
SMILES string: C/C(O)=C\O.CC(=O)O
HOMO energy (eV): -7.947
Max |F| (eV Å⁻¹): 5.13
E_tot (Ha): -497.36172

Cartesian coordinates (Å):
C 1.086 0.753 1.449
C 1.019 -0.304 0.389
O 0.555 -1.551 0.764
C 1.854 -0.342 -0.698
O 2.937 0.447 -0.790
H 0.660 1.681 1.069
H 0.544 0.428 2.335
H 2.110 0.947 1.767
H 0.471 -2.498 0.881
H 1.918 -1.221 -1.326
H 2.724 1.340 -1.093
C -2.771 -0.011 -0.051
C -1.371 0.292 -0.546
O -0.975 1.434 -0.671
O -1.051 -0.740 -1.529
H -3.038 0.575 0.826
H -2.937 -1.075 0.095
H -3.459 0.239 -0.858
H -0.276 -0.396 -2.014

Löwdin atomic charge list, values in e, 8 entries:
1. C -0.012
2. C -0.371
3. O -0.011
4. C -0.187
5. O -0.001
6. H 0.074
7. H 0.088
8. H 0.088


Entry 5:
# C5H10O4

2 unconnected molecules or ions with the total composition C5H10O4 at a distorted geometry (ωB97M-V with the def2-TZVPD basis set, the OMol25 dataset).

Properties
SMILES string: C[C@@]1(O)CCOC1=O.O
HOMO energy (eV): -9.936
Max |F| (eV Å⁻¹): 2.77
E_tot (Ha): -497.47438

Cartesian coordinates (Å):
C -1.434 1.238 0.931
C -0.772 0.128 0.119
O -1.727 -0.734 -0.459
C 0.173 0.663 -0.958
C 1.508 0.788 -0.228
O 1.502 -0.256 0.768
C 0.189 -0.677 1.014
O -0.110 -1.365 1.956
H -0.693 1.775 1.538
H -1.912 1.946 0.241
H -2.196 0.825 1.606
H -2.616 -0.462 -0.204
H 0.251 -0.075 -1.767
H -0.163 1.619 -1.376
H 2.373 0.622 -0.879
H 1.614 1.749 0.293
O 1.237 -2.861 -0.581
H 2.008 -2.182 -0.602
H 0.766 -2.743 -1.412

Löwdin atomic charge list, values in e, 8 entries:
1. C 0.009
2. C -0.498
3. O 0.026
4. C -0.084
5. C -0.150
6. O -0.013
7. C -0.396
8. O 0.151


Entry 6:
# C5H10O4

2 unconnected molecules or ions with the total composition C5H10O4 at a distorted geometry (ωB97M-V with the def2-TZVPD basis set, the OMol25 dataset).

Properties
SMILES string: OC=C(O)O.CCC=O
HOMO energy (eV): -8.598
Max |F| (eV Å⁻¹): 4.68
E_tot (Ha): -497.36705

Cartesian coordinates (Å):
O 2.038 1.763 0.009
C 1.420 0.853 -0.752
C 1.585 -0.527 -0.516
O 1.632 -1.384 -1.583
O 2.592 -0.821 0.418
H 2.740 1.291 0.493
H 0.772 1.247 -1.517
H 0.695 -1.597 -1.798
H 3.120 -1.544 0.055
C -2.520 0.317 1.106
C -1.415 0.659 0.111
C -0.438 -0.769 0.059
O -0.826 -1.588 -0.779
H -2.950 -0.659 0.886
H -2.130 0.306 2.124
H -3.326 1.050 1.044
H -0.927 1.590 0.406
H -1.834 0.785 -0.889
H -0.230 -0.972 1.121

Löwdin atomic charge list, values in e, 8 entries:
1. O 0.082
2. C -0.060
3. C -0.450
4. O 0.045
5. O 0.045
6. H 0.120
7. H 0.149
8. H 0.096


Entry 7:
# C5H10O4S

C5H10O4S in the gas phase at a distorted geometry (ωB97M-V with the def2-TZVPD basis set, the OMol25 dataset).

Properties
SMILES string: CC(=O)OCCS(C)(=O)=O
HOMO energy (eV): -10.647
Max |F| (eV Å⁻¹): 2.44
E_tot (Ha): -895.65946

Cartesian coordinates (Å):
C -2.325 0.351 1.787
C -1.321 -0.493 1.068
O -0.417 -1.109 1.602
O -1.545 -0.482 -0.254
C -0.533 -1.060 -1.077
C 0.321 0.005 -1.735
S 1.276 1.068 -0.638
C 2.325 -0.034 0.277
O 2.114 1.895 -1.502
O 0.356 1.727 0.291
H -3.305 0.278 1.331
H -2.360 0.092 2.833
H -1.997 1.442 1.681
H 0.048 -1.782 -0.485
H -1.046 -1.609 -1.863
H -0.299 0.712 -2.314
H 1.042 -0.430 -2.401
H 3.020 0.636 0.916
H 1.703 -0.650 0.893
H 2.943 -0.559 -0.410

Löwdin atomic charge list, values in e, 8 entries:
1. C 0.025
2. C -0.544
3. O 0.072
4. O -0.006
5. C -0.184
6. C -0.202
7. S 0.647
8. C -0.133


Entry 8:
# C5H10O5S

C5H10O5S in the gas phase at a distorted geometry (ωB97M-V with the def2-TZVPD basis set, the OMol25 dataset).

Properties
HOMO energy (eV): -10.123
Max |F| (eV Å⁻¹): 3.25
E_tot (Ha): -970.73539

Cartesian coordinates (Å):
O 2.015 -3.171 0.297
S 1.432 -1.923 -0.267
O 2.451 -0.684 0.213
C 2.220 0.514 -0.542
C 1.090 1.435 0.096
C 0.015 0.628 0.902
C -0.648 -0.548 0.056
C -2.177 -0.645 0.372
O -3.024 -0.647 -0.776
O -2.698 0.384 -1.668
O -0.034 -1.769 0.561
H 3.154 1.125 -0.493
H 2.046 0.319 -1.629
H 0.647 2.046 -0.722
H 1.589 2.140 0.803
H -0.794 1.292 1.278
H 0.541 0.180 1.779
H -0.416 -0.425 -1.027
H -2.542 0.152 1.065
H -2.359 -1.615 0.895
H -2.506 1.212 -1.193

Löwdin atomic charge list, values in e, 8 entries:
1. O -0.399
2. S 1.016
3. O -0.328
4. C -0.254
5. C -0.160
6. C -0.134
7. C -0.333
8. C -0.131


max |F| of number 7 (C5H10O4S)? 2.44 eV Å⁻¹


Which value of max |F| does entry 7 give? 2.44 eV Å⁻¹


Copy entry 6 word for word.
# C5H10O4

2 unconnected molecules or ions with the total composition C5H10O4 at a distorted geometry (ωB97M-V with the def2-TZVPD basis set, the OMol25 dataset).

Properties
SMILES string: OC=C(O)O.CCC=O
HOMO energy (eV): -8.598
Max |F| (eV Å⁻¹): 4.68
E_tot (Ha): -497.36705

Cartesian coordinates (Å):
O 2.038 1.763 0.009
C 1.420 0.853 -0.752
C 1.585 -0.527 -0.516
O 1.632 -1.384 -1.583
O 2.592 -0.821 0.418
H 2.740 1.291 0.493
H 0.772 1.247 -1.517
H 0.695 -1.597 -1.798
H 3.120 -1.544 0.055
C -2.520 0.317 1.106
C -1.415 0.659 0.111
C -0.438 -0.769 0.059
O -0.826 -1.588 -0.779
H -2.950 -0.659 0.886
H -2.130 0.306 2.124
H -3.326 1.050 1.044
H -0.927 1.590 0.406
H -1.834 0.785 -0.889
H -0.230 -0.972 1.121

Löwdin atomic charge list, values in e, 8 entries:
1. O 0.082
2. C -0.060
3. C -0.450
4. O 0.045
5. O 0.045
6. H 0.120
7. H 0.149
8. H 0.096